1.
{
  "formula": "C26H23IN4O6PPdS",
  "method": "the ωB97M-V functional and the def2-TZVPD basis",
  "elements": ["N", "H", "C", "O", "H", "C", "C", "C", "C", "P", "C", "O", "H", "C", "H", "H", "C", "H", "H", "H", "C", "H", "O", "C", "H", "H", "I", "C", "C", "H", "Pd", "H", "H", "C", "C", "H", "S", "H", "H", "C", "C", "C", "H", "C", "C", "H", "H", "H", "C", "N", "C", "N", "H", "O", "C", "O", "O", "C", "C", "C", "H", "C", "N"],
  "positions_angstrom": [[0.4610, 7.0955, 0.5111], [0.1748, -0.4196, 2.6176], [0.5009, -2.7532, -3.8454], [-0.8977, 1.4560, 2.2730], [4.8920, -3.3758, -0.6895], [-2.6596, 0.3655, -0.3076], [-0.4071, 5.7606, -2.4978], [3.0051, -0.2181, 0.5702], [-0.6706, -3.4923, -3.8587], [0.5229, -1.0265, -0.1608], [5.0648, -1.4357, 0.2398], [2.5127, 1.7664, 1.8592], [-1.2261, 3.9586, 3.4062], [4.3615, -2.4964, -0.3561], [-1.9975, -0.6938, 1.2548], [-3.2605, 0.3964, 1.6114], [2.3129, -1.2664, -0.1098], [4.9528, 0.4802, 1.1851], [-0.3667, -4.2542, 4.4355], [-1.9885, 4.8027, 2.0273], [0.3752, 3.9429, -1.0448], [-2.4348, -4.0325, -2.7683], [-1.6786, 2.5005, 0.2212], [0.1212, 5.3297, -1.2888], [6.1367, -1.5154, 0.3428], [-0.2616, -5.3201, 2.2093], [-5.3963, 0.0221, -1.3416], [2.3189, 0.9236, 1.0150], [-1.2629, 4.0605, 2.3302], [-0.0202, 2.0882, -1.7648], [0.3810, 1.2262, 0.3806], [1.1527, -2.7547, -4.7070], [2.4494, -3.2199, -0.9649], [0.0228, -2.0237, -1.6030], [-0.0118, -3.4775, 1.1649], [-0.5486, 3.3760, -2.7879], [-1.7826, 2.4714, 1.6827], [0.0268, -3.9537, 0.1977], [-0.1175, -1.7992, 4.6297], [0.0928, -2.0898, 1.2601], [-1.5087, -3.4759, -2.7544], [-0.2237, -3.6486, 3.5512], [-0.9425, -4.0608, -4.7362], [2.9932, -2.4058, -0.5086], [0.8355, -2.0055, -2.7316], [1.7333, -1.4018, -2.7203], [-3.4859, 1.8940, -1.5690], [-1.8294, -2.7175, -0.7769], [-0.1750, -4.2459, 2.3003], [-0.8496, 6.1005, -3.5106], [-0.0899, -2.2721, 3.6580], [-2.8132, -0.1928, 0.9144], [-4.1170, 1.8806, 0.1064], [-1.7671, 0.0324, -1.0767], [-1.1692, -2.7429, -1.6329], [0.9084, 3.5157, -0.0033], [-3.1669, 2.2684, 2.0958], [0.0784, -1.4974, 2.5255], [0.3200, 6.2845, -0.2976], [4.4165, -0.3277, 0.7080], [-0.2862, 4.2736, 1.9136], [-3.7809, 1.2749, -0.7282], [0.0712, 3.0678, -2.0556]],
  "forces_ev_per_a": [[0.055, 0.229, 0.287], [-0.053, -0.090, -0.026], [-0.023, -0.038, -0.205], [0.056, 0.423, 0.543], [0.051, -0.061, -0.038], [-0.535, -0.643, -0.376], [-0.306, 0.168, -0.632], [2.476, -2.980, -1.786], [0.035, 0.037, -0.027], [-0.400, 0.992, 0.139], [0.216, -0.974, -0.370], [0.916, -1.455, -1.220], [-0.015, 0.002, 0.196], [0.276, 0.653, 0.366], [-0.286, 0.163, -0.034], [-0.051, -0.145, -0.062], [0.902, 0.992, 1.114], [0.032, 0.045, 0.028], [0.012, -0.019, 0.047], [-0.110, 0.130, -0.095], [0.033, 0.250, -0.726], [-0.071, -0.016, -0.005], [0.500, 0.111, -0.054], [0.151, -0.846, 0.245], [0.116, 0.040, -0.002], [-0.018, -0.057, 0.001], [-0.217, 0.005, -0.150], [-4.241, 3.291, 1.547], [-0.076, -0.761, -0.436], [-0.001, 0.627, -0.333], [2.804, -0.849, -0.743], [0.026, 0.041, -0.086], [-0.060, -0.055, -0.038], [0.097, 0.275, -0.093], [-0.045, 0.192, -0.059], [-0.022, 0.000, 0.049], [-0.970, 0.987, 1.360], [0.031, -0.096, -0.060], [-0.004, 0.044, 0.034], [0.189, -0.171, 0.253], [-0.077, -0.046, 0.014], [0.002, 0.095, -0.025], [-0.001, -0.069, -0.054], [0.076, -0.059, -0.052], [-0.037, 0.042, 0.247], [0.066, -0.030, -0.123], [-0.033, -0.143, 0.027], [-0.079, -0.003, -0.013], [-0.030, -0.185, 0.121], [-0.099, 0.009, -0.266], [-0.020, -0.211, 0.211], [0.194, -0.364, 0.165], [-0.180, -0.049, -0.107], [-0.251, -0.088, -0.284], [0.113, 0.108, 0.090], [0.023, -0.608, 0.590], [-0.208, 0.393, 0.421], [-0.066, 0.198, -0.273], [0.199, 0.299, 0.527], [-1.345, 0.523, 0.300], [0.185, 0.096, -0.060], [0.085, 0.165, -0.018], [0.014, -0.513, 0.009]],
  "lowdin_charge": [0.11, 0.08, -0.08, -0.41, 0.10, -0.74, -0.29, -0.20, -0.09, 1.06, -0.08, 0.09, 0.06, -0.05, 0.07, 0.08, -0.28, 0.12, 0.10, 0.07, -0.54, 0.10, -0.38, -0.23, 0.10, 0.10, 0.76, -0.34, -0.11, 0.06, 0.70, 0.10, 0.11, -0.34, -0.09, 0.09, 0.44, 0.10, 0.11, -0.32, -0.07, -0.08, 0.10, -0.08, -0.10, 0.11, 0.06, 0.11, -0.08, 0.10, -0.07, 0.17, 0.03, -0.08, -0.10, -0.07, -0.35, -0.09, -0.27, 0.00, 0.05, -0.56, 0.15],
  "e_above_lowest_kcal_mol": 19.31,
  "energy_ha": -2840.296914,
  "charge": -1,
  "lumo_ha": 0.0473,
  "homo_ev": -4.6
}



2.
{
  "formula": "C6H12",
  "method": "the ωB97M-V functional and the def2-TZVPD basis",
  "elements": ["H", "H", "H", "H", "H", "H", "H", "H", "C", "H", "C", "H", "H", "C", "C", "C", "C", "H"],
  "positions_angstrom": [[-2.0058, -0.5686, 1.5346], [-0.3355, 1.8714, 0.8795], [2.6135, 0.8325, 0.5160], [-3.3061, -0.7106, 0.2873], [3.2429, -0.4626, -0.5780], [1.0296, 1.9864, -0.2572], [-1.6262, -0.2820, -1.5191], [-0.6368, 2.0249, -0.8846], [0.0153, 1.5625, -0.1175], [-1.1692, -1.6930, -0.5908], [-1.2820, -0.6120, -0.5233], [2.9080, -0.8582, 1.1080], [1.0091, -1.7638, -0.1253], [2.5363, -0.2565, 0.2498], [1.1522, -0.6863, -0.0673], [0.0397, 0.0363, -0.2397], [-2.3290, -0.2461, 0.5413], [-2.5188, 0.8366, 0.5699]],
  "forces_ev_per_a": [[-0.101, -0.011, -0.102], [0.002, -0.054, -0.337], [-0.020, -1.069, -0.232], [0.573, 0.130, 0.314], [-0.378, 0.136, 0.269], [-0.591, -0.210, 0.093], [-0.028, -0.009, 0.290], [0.205, -0.281, 0.415], [0.479, -0.102, -0.281], [0.050, -0.087, 0.091], [-0.242, 0.315, -0.056], [-0.143, 0.481, -0.386], [0.119, -0.025, -0.107], [0.811, 0.656, 0.527], [-0.886, -0.240, -0.160], [0.653, 0.696, 0.158], [-0.679, -0.055, -0.520], [0.175, -0.270, 0.026]],
  "lowdin_charge": [0.08, 0.08, 0.07, 0.08, 0.08, 0.07, 0.12, 0.08, -0.06, 0.10, -0.24, 0.08, 0.10, -0.11, -0.15, -0.32, -0.11, 0.06],
  "e_above_lowest_kcal_mol": 17.58,
  "energy_ha": -235.790214,
  "charge": 0,
  "lumo_ha": 0.0403,
  "smiles": "C/C=C(\\C)CC",
  "homo_ev": -8.8
}



3.
{
  "formula": "C4H34N2O11",
  "method": "the ωB97M-V functional and the def2-TZVPD basis",
  "elements": ["H", "H", "O", "O", "N", "H", "O", "O", "O", "H", "H", "H", "O", "H", "H", "H", "O", "H", "H", "H", "H", "N", "H", "H", "H", "H", "H", "H", "H", "C", "H", "H", "H", "H", "H", "H", "H", "H", "H", "C", "C", "O", "H", "C", "H", "H", "O", "O", "H", "O", "H"],
  "positions_angstrom": [[-0.2622, -1.3870, -0.2995], [-2.6466, -1.8340, 3.4267], [0.5278, -1.9073, -0.6645], [1.1040, 3.7758, 1.7588], [-0.7126, 0.6937, -0.1149], [-3.5665, -0.6761, -1.1757], [1.3552, 0.8022, -3.5388], [0.7271, -3.6925, 1.3689], [-2.5494, -2.1852, 0.4367], [1.4749, -3.4067, 1.8598], [0.0616, 3.4858, -1.7980], [-2.2880, -0.3382, 4.0113], [1.0141, 3.4050, -1.8707], [0.8307, 0.0535, -3.7810], [-1.9566, -2.5424, -0.3702], [0.2264, 0.8651, -0.0525], [1.9053, 0.2887, -0.8811], [-0.4999, 1.2294, -2.2399], [1.2325, 2.4197, -1.8479], [-1.0080, -1.2024, 1.6748], [-3.1857, -0.4758, 2.5392], [-0.9685, -0.7031, 2.5224], [-1.8856, 0.2767, -1.9962], [0.6446, -2.6284, 0.0163], [-2.4157, 1.0213, 0.8509], [3.6673, -0.9860, 2.1990], [-3.3923, 0.4149, -0.2421], [2.0233, 3.6012, 1.6652], [-1.5329, -1.9276, -3.4588], [-1.3035, 1.3551, 1.0328], [-0.8185, 1.2518, 3.4170], [0.4272, 0.9622, 2.3447], [0.9379, -4.5228, 0.8804], [-0.2341, -2.5341, -3.0120], [3.1884, 1.9211, -0.7369], [3.0151, -1.4796, 0.9788], [-3.0002, -3.0405, 0.7504], [1.2957, -0.3221, -0.4424], [0.9003, 4.2654, 0.9462], [-1.3950, 1.0652, -1.4490], [-0.6911, 0.7508, 2.3350], [3.7732, -1.5922, 1.4914], [-1.4799, 2.4575, 1.2268], [-2.3513, -0.8377, 3.1191], [-2.0370, 1.9999, -1.4722], [2.2882, -0.2835, -1.5623], [-1.1237, -2.6966, -3.2729], [-4.0963, -0.0742, -0.9588], [4.0127, 1.5735, 0.6916], [3.6223, 2.2393, 0.1179], [2.1192, 0.9490, -3.9662]],
  "forces_ev_per_a": [[1.261, -0.529, -0.689], [0.534, -0.619, -0.369], [-1.547, -0.152, 1.173], [-1.331, 0.524, -0.209], [-3.736, 0.752, -1.021], [6.480, -8.484, -3.083], [-4.062, 0.400, 3.195], [-1.207, -1.248, -1.491], [1.163, -3.190, -2.263], [1.265, 0.104, 0.735], [-0.107, -0.293, -0.035], [-0.160, 1.577, 2.227], [0.892, -1.487, 0.164], [0.286, -0.594, -0.765], [-2.005, 1.038, 2.579], [2.590, 1.135, -0.875], [0.807, -0.060, -0.124], [-1.865, 0.139, 1.925], [-0.775, 1.801, -0.078], [0.174, -0.337, -1.304], [-0.119, 0.482, -0.545], [-1.370, 1.148, 1.789], [-0.602, -0.550, 0.751], [-0.165, 0.641, -0.481], [1.480, 0.525, 1.446], [-0.057, 0.857, 1.124], [-3.444, -1.795, -2.791], [1.350, -0.435, -0.206], [-1.964, 4.084, -0.962], [-3.607, -0.775, 1.627], [-0.849, -0.656, -2.668], [-0.937, -0.607, -0.813], [0.099, 0.889, 0.882], [0.960, 0.397, 0.519], [1.086, -0.195, 2.507], [-1.943, 0.402, -1.567], [0.945, 1.918, -0.650], [0.311, -0.384, -0.217], [0.023, -0.249, 0.247], [3.956, 1.304, -1.380], [1.204, -0.031, 1.722], [1.880, -1.209, 0.403], [1.186, -0.654, -1.221], [1.166, -1.025, -1.315], [0.790, -1.152, 0.458], [-0.202, 0.334, 0.095], [0.920, -4.458, 0.623], [-3.702, 10.089, 5.942], [-0.377, -0.528, -0.884], [-0.546, 0.983, -1.238], [3.872, 0.173, -2.890]],
  "lowdin_charge": [0.04, 0.07, -0.11, -0.05, -0.09, -0.16, 0.01, -0.03, -0.12, 0.04, 0.02, 0.03, -0.08, 0.04, 0.11, 0.02, -0.10, 0.09, 0.02, 0.01, 0.06, -0.10, 0.04, 0.02, 0.10, 0.03, 0.11, 0.00, -0.04, -0.23, 0.15, 0.10, 0.10, 0.01, 0.04, -0.03, 0.10, -0.01, 0.04, -0.07, -0.21, 0.00, 0.13, -0.13, 0.11, 0.06, 0.01, -0.04, 0.02, -0.09, 0.00],
  "e_above_lowest_kcal_mol": 132.93,
  "energy_ha": -1109.754991,
  "charge": 0,
  "lumo_ha": -0.0062,
  "smiles": "CNCCNC.O.O.O.O.O.O.O.O.O.O.O",
  "homo_ev": -8.8
}